The following is a DFT calculation (ωB97M-V with the def2-TZVPD basis set) of a cluster of 11 separate species, C52H124F24N7O3P4 in total in a non-equilibrium geometry.

LUMO in eV: -5.0
HOMO energy in eV: -15.21
DFT total energy in Ha: -6426.91213
Kohn-Sham gap in eV: 10.24
Net charge: +3

CARTESIAN COORDINATES (ANGSTROEM)
C: 4.806 4.035 1.056
C: -6.228 -2.801 -2.826
C: 4.233 -5.564 -8.604
H: 3.151 -1.687 -8.370
H: -3.341 1.286 -1.890
H: 5.072 3.624 -1.073
F: 5.747 -0.904 0.578
H: 2.727 -2.364 -4.581
H: 4.136 -3.705 -7.609
C: 0.094 -1.773 4.823
F: 4.222 -0.043 -0.868
C: -6.230 -5.168 0.031
H: -5.645 -7.226 0.050
H: -3.349 7.946 2.413
H: 6.689 5.698 2.472
C: 6.486 1.616 3.463
H: -3.246 -1.095 4.454
H: -1.056 7.384 7.380
H: 2.063 -5.146 -7.057
F: -0.100 2.753 2.354
N: 5.919 3.706 2.096
H: -0.809 9.404 4.183
H: -5.360 -4.920 0.663
H: 1.994 3.650 -1.285
H: 2.656 -1.939 4.030
F: 1.951 2.588 3.271
H: 1.733 0.745 -0.660
H: 0.005 5.287 8.587
F: 1.781 3.865 1.495
H: -2.047 5.807 0.678
H: 6.445 1.506 0.431
C: -0.084 0.560 0.336
H: 2.347 -0.215 -8.639
H: -2.003 3.022 -0.755
H: -0.332 5.559 6.009
F: 2.205 4.800 3.552
H: 5.171 5.310 3.406
F: -1.824 -2.088 -4.983
F: -1.979 -0.642 -3.177
H: 1.444 2.031 0.590
H: 7.904 2.958 1.807
N: -2.281 -0.871 4.629
H: 1.425 6.347 4.821
H: -3.444 6.799 0.281
F: -0.041 -1.726 -3.474
H: -0.778 -5.153 -0.669
P: 4.263 -1.274 0.160
H: 6.209 -0.900 5.895
C: -2.336 -6.208 -1.786
H: -4.103 1.827 -3.400
H: -4.865 -3.054 -1.087
H: 4.189 -5.777 -4.240
H: 7.170 2.675 -0.711
H: -5.304 -6.384 -2.193
H: 4.156 -4.423 -2.051
C: -3.159 5.838 0.760
C: 0.856 5.248 7.903
H: -2.210 -0.517 5.555
C: 0.970 1.454 -0.241
F: -2.743 0.855 2.358
H: 5.061 -4.943 -6.807
H: 1.656 -5.046 -2.129
H: -1.693 -2.694 5.604
H: -0.542 -0.677 1.897
H: -5.110 2.765 -0.952
F: -1.195 -3.755 -3.616
C: -3.519 5.897 2.274
H: -0.360 -6.845 -0.970
H: 4.970 2.933 3.825
H: -2.613 7.201 3.875
H: -7.077 -4.500 0.362
C: 1.453 -2.603 -6.245
C: -1.560 -3.067 3.465
H: -3.723 -5.824 -0.177
H: 1.511 -3.418 -2.821
C: 3.008 -5.218 -6.496
H: 0.873 0.305 2.062
C: 5.131 3.086 -0.104
H: 4.399 2.267 -0.145
C: 6.724 -0.338 5.151
H: 3.661 -2.743 -5.940
H: -2.676 -3.185 3.177
H: -1.173 -1.000 -0.523
H: 0.184 -0.511 -1.359
H: 5.004 -5.194 -9.279
H: 2.214 -0.481 -6.134
C: -4.820 -5.429 -1.951
F: -4.918 1.338 1.596
H: -4.928 5.812 -1.930
H: -1.420 9.269 5.865
H: 2.091 5.073 5.708
H: -1.433 2.359 -2.996
C: 7.038 3.343 1.281
H: -1.313 0.309 -1.358
H: 1.526 -2.589 2.804
O: 0.922 -2.912 4.716
N: 1.676 6.055 5.751
N: -3.622 4.257 -1.254
H: -3.714 5.458 -3.115
C: 2.729 -2.969 -5.486
F: 4.773 -2.255 -1.050
H: 0.193 9.851 5.569
C: 0.385 6.030 6.655
H: -7.942 -3.573 -3.886
C: -3.912 5.488 -2.034
H: -6.742 -1.834 -2.868
H: -4.651 -4.969 -2.937
F: 0.070 5.059 2.454
H: 1.701 -5.988 -4.464
H: -1.988 -0.044 4.030
H: -0.921 1.148 0.632
H: -6.089 -6.487 2.392
H: -2.031 -5.777 -2.716
P: -3.975 0.057 1.589
F: -1.579 -2.452 -1.731
H: 6.753 4.578 3.831
H: 7.397 4.330 0.951
H: -3.220 -4.355 -1.056
C: 1.337 3.069 -1.945
H: 7.541 0.063 5.670
C: 4.166 -4.737 -7.313
C: -6.836 -6.864 1.728
N: -6.006 -4.673 -1.368
H: -3.305 6.246 -1.745
H: -6.519 -2.710 -0.721
H: 0.788 3.731 -2.554
F: -2.952 -1.167 1.563
H: -7.363 -5.964 -2.483
C: 0.315 -0.301 1.428
F: 3.655 -0.172 1.276
H: 1.754 5.704 8.306
O: -0.204 7.850 5.466
H: 4.465 -6.572 -8.442
H: -6.844 -7.964 1.864
H: -5.142 3.533 -2.583
C: -5.857 -3.202 -1.395
F: 4.183 -2.409 1.315
H: 3.324 -5.460 -9.229
F: -3.297 0.483 0.174
H: -2.616 3.518 -3.791
C: -4.525 3.151 -1.793
C: 6.550 2.501 0.162
H: 1.251 -3.202 -7.132
H: 3.240 -6.296 -6.251
H: 4.847 0.459 4.287
C: 4.040 -4.710 -4.285
H: 0.720 -4.689 -4.794
C: 1.709 -4.897 -4.360
H: -1.213 -4.065 3.694
C: -2.780 7.128 2.830
C: 6.092 4.917 3.023
H: -2.571 -7.254 -1.871
H: 4.709 2.022 2.437
C: -2.299 3.007 -2.815
C: -0.562 9.177 5.218
C: 5.830 0.788 4.600
H: 1.420 -1.743 -8.793
H: 4.996 -4.255 -4.645
H: -1.753 7.230 2.373
H: -1.566 -6.502 0.170
C: -3.911 4.637 0.180
C: -0.081 7.429 6.794
P: 0.996 3.759 2.964
C: -3.564 -5.400 -1.176
N: -0.650 -0.185 -0.825
H: 3.865 -3.062 -2.953
H: 0.269 -1.032 4.038
C: -7.074 -3.950 -3.395
H: 2.511 -3.693 3.681
F: -5.195 -0.710 0.842
P: -1.610 -2.237 -3.387
C: -3.566 2.163 -2.522
H: -7.242 -6.999 -0.483
F: 0.303 3.785 4.455
H: 6.853 0.896 2.734
H: -5.332 -2.706 -3.432
H: -3.891 3.740 0.750
H: 4.961 5.114 0.848
F: 2.693 -1.589 -0.214
H: 2.360 6.743 6.036
H: 7.042 -1.067 4.332
C: 2.170 -1.233 -8.234
C: -1.365 -2.208 4.685
H: 5.596 1.568 5.321
H: -1.003 -2.757 2.582
C: -7.288 -4.907 -2.232
F: -4.510 -0.421 3.053
H: 0.583 -2.717 -5.588
N: 2.900 -4.460 -5.166
H: 0.578 8.147 7.352
H: 3.826 4.068 1.547
H: -7.717 -6.327 2.088
H: 0.692 -0.690 -6.898
H: 0.173 -1.214 5.830
H: 1.994 2.374 -2.490
H: -8.144 -4.647 -1.572
C: 2.071 -4.352 -2.930
O: 0.356 2.358 -1.150
C: -1.198 -6.153 -0.813
C: 1.647 -1.173 -6.806
C: 3.617 -4.097 -2.970
H: -2.953 5.082 2.682
C: -6.507 -6.632 0.236
H: 1.048 -1.086 1.110
C: -2.187 3.764 -1.511
H: 7.510 2.062 3.755
H: -6.589 -4.516 -4.264
C: 5.479 2.545 2.925
C: 1.988 -2.749 3.755
H: 1.021 4.180 7.648
F: -3.214 -2.631 -3.218
H: -4.992 4.815 0.209
H: -1.459 4.608 -1.409
H: -4.548 5.784 2.602